The following is a DFT calculation (wB97M-V/def2-TZVPD) of a 4-piece molecular cluster, C8H24O4 overall at a distorted geometry.

Each line ends with the Mulliken charge.
Positions of all 36 atoms, in Å:
1 C 0.0482 -3.2928 2.4894  -0.89
2 C 1.0861 -2.5706 3.2627  -0.28
3 O 0.4495 -1.7997 4.3087  -0.52
4 H 0.5125 -3.9160 1.7057  0.33
5 H -0.6328 -2.6556 1.9231  0.16
6 H -0.5636 -4.0313 3.0112  0.39
7 H 1.6490 -1.8425 2.6758  0.23
8 H 1.8829 -3.1920 3.6837  0.31
9 H 0.0891 -2.3690 4.9935  0.27
10 C 0.3877 -0.4388 -0.6116  -0.44
11 C -0.4906 -1.3630 -1.4386  -0.27
12 O -0.6174 -0.8816 -2.7640  -0.47
13 H 0.2702 -0.6886 0.4433  -0.25
14 H -0.0701 0.5504 -0.7204  0.20
15 H 1.4250 -0.3558 -0.9318  0.38
16 H -1.4389 -1.3315 -0.8867  0.18
17 H -0.1369 -2.3964 -1.4052  0.35
18 H -0.5908 -1.6434 -3.3480  0.30
19 C -1.7500 1.2250 1.9935  -0.94
20 C -0.5615 1.1888 2.9378  0.07
21 O -1.0214 0.5893 4.1864  -0.55
22 H -2.6850 1.2772 2.5425  0.36
23 H -1.7453 0.2894 1.4175  0.09
24 H -1.7274 1.9130 1.1441  0.31
25 H -0.1611 2.1608 3.2322  0.25
26 H 0.2225 0.5283 2.5614  0.06
27 H -0.3089 -0.0449 4.3832  0.39
28 C 0.8607 1.8354 -4.2168  -0.95
29 C 0.8121 3.1659 -4.9313  -0.24
30 O 0.4129 4.1793 -4.0173  -0.52
31 H -0.1503 1.6336 -3.8582  0.23
32 H 1.4639 1.8585 -3.3045  0.26
33 H 1.2355 0.9785 -4.7732  0.37
34 H 0.1015 3.1025 -5.7681  0.28
35 H 1.7623 3.4633 -5.4021  0.25
36 H -0.0196 4.8744 -4.5179  0.31

The calculation puts the total energy at -16873.522 eV. The energy relative to the best compared isomer or geometry (same formula, charge and spin) comes out at 114.5 kJ/mol. As for the SMILES: CCO.CCO.CCO.CCO. The calculation puts the LUMO energy at 0.69 eV. The HOMO-LUMO gap is 10.29 eV. As for the total charge: 0. The value obtained for the HOMO energy is -9.60 eV.


The following is a DFT calculation (wB97M-V/def2-TZVPD) of a 4-piece molecular cluster, C8H24O4 overall at a distorted geometry.

Each line ends with the Mulliken charge.
Positions of all 36 atoms, in Å:
1 C 1.5397 4.4424 1.4440  -1.12
2 C 2.0077 3.0184 1.0470  0.26
3 O 3.4397 2.9484 0.8950  -0.53
4 H 2.1317 4.9014 2.2470  0.31
5 H 0.4747 4.4974 1.7310  0.29
6 H 1.6657 5.1494 0.6280  0.31
7 H 1.4097 2.5504 0.1920  0.13
8 H 1.7607 2.2174 1.8750  0.09
9 H 3.5377 2.1964 0.3040  0.29
10 C -2.4603 0.1054 0.9950  -1.85
11 C -1.1453 0.8544 0.8850  0.19
12 O -0.6993 0.7004 -0.5120  -0.54
13 H -2.6283 0.3904 1.9250  0.63
14 H -2.3083 -0.8926 0.9270  0.36
15 H -3.2253 0.4114 0.5080  0.53
16 H -0.5403 0.4514 1.5730  0.19
17 H -1.1553 2.0114 1.1050  0.19
18 H -0.0393 -0.0616 -0.5440  0.23
19 C -3.0733 -1.8096 -2.1870  -0.85
20 C -1.8713 -2.6536 -2.6960  -0.03
21 O -2.1353 -3.9466 -2.9280  -0.55
22 H -3.4813 -2.3486 -1.2570  0.22
23 H -3.9513 -1.5546 -2.9180  0.32
24 H -2.7523 -0.7916 -2.1390  0.27
25 H -0.8943 -2.4316 -2.1240  0.08
26 H -1.8423 -2.2936 -3.6820  0.23
27 H -1.4443 -4.5586 -3.3440  0.32
28 C 1.4897 -1.8836 1.4900  -0.85
29 C 2.2577 -1.5306 0.2250  -0.21
30 O 2.0857 -0.1976 -0.1790  -0.43
31 H 0.3427 -1.9106 1.2930  0.09
32 H 1.5437 -1.1976 2.3960  0.26
33 H 1.7737 -2.9096 1.7230  0.37
34 H 2.0137 -2.3796 -0.5740  0.22
35 H 3.3757 -1.6446 0.4520  0.35
36 H 2.7987 0.1514 -0.7750  0.26

The calculation puts the total energy at -16870.571 eV. The energy relative to the best compared isomer or geometry (same formula, charge and spin) comes out at 399.3 kJ/mol. As for the SMILES: CCO.CCO.CCO.CCO. The calculation puts the LUMO energy at 0.32 eV. The HOMO-LUMO gap is 10.04 eV. As for the total charge: 0. The value obtained for the HOMO energy is -9.72 eV.


The following is a DFT calculation (wB97M-V/def2-TZVPD) of a 4-piece molecular cluster, C8H24O4S4 overall at a distorted geometry.

Each line ends with the Mulliken charge.
Positions of all 40 atoms, in Å:
1 C -4.0161 -4.2243 2.5761  -0.93
2 S -2.2151 -4.3992 2.2601  0.50
3 O -1.9231 -5.8862 2.5921  -0.64
4 C -2.3161 -4.2072 0.5051  -0.64
5 H -4.2851 -3.1783 2.2871  0.28
6 H -4.2611 -4.2902 3.5511  0.41
7 H -4.4801 -5.1872 1.8931  0.26
8 H -2.1291 -3.0083 0.3041  0.04
9 H -3.3441 -4.4263 0.1591  0.40
10 H -1.4831 -4.7442 0.3351  0.33
11 C 1.5719 6.0668 -0.0429  -1.06
12 S 2.5019 4.4458 -0.2069  0.45
13 O 2.0359 3.5888 0.9951  -0.58
14 C 1.4039 3.7938 -1.4809  -0.77
15 H 1.7859 6.6268 -0.8759  0.44
16 H 1.9729 6.5458 0.9131  0.29
17 H 0.5469 5.9358 -0.0179  0.35
18 H 1.7399 2.7417 -1.7209  0.11
19 H 1.2859 4.4138 -2.4409  0.43
20 H 0.4119 3.9428 -1.1809  0.34
21 C -1.3361 0.0747 -1.2199  -0.87
22 S -1.4481 0.0617 -3.0219  0.43
23 O -1.4971 1.4908 -3.5499  -0.63
24 C 0.2449 -0.5183 -3.4179  -0.65
25 H -0.8291 1.0118 -0.8829  0.18
26 H -0.9491 -0.8433 -0.8979  0.12
27 H -2.2271 0.0797 -0.8919  0.66
28 H 0.9459 0.0777 -2.7949  0.07
29 H 0.2689 -0.3133 -4.5329  0.32
30 H 0.4559 -1.5733 -3.2469  0.34
31 C 3.3359 0.3947 1.4671  -1.47
32 S 1.7169 0.1667 0.5731  0.88
33 O 1.9819 -0.7503 -0.6129  -0.65
34 C 1.0389 -1.0093 1.7571  -1.19
35 H 3.9359 -0.4543 1.3911  0.47
36 H 3.0649 0.3967 2.3761  0.61
37 H 3.7339 1.1537 0.9281  0.33
38 H 0.7839 -0.7703 2.6541  0.62
39 H 1.9319 -1.7352 1.9411  0.28
40 H 0.0449 -1.4913 1.5781  0.14

The calculation puts the total energy at -60208.179 eV. The energy relative to the best compared isomer or geometry (same formula, charge and spin) comes out at 452.8 kJ/mol. The calculation puts the LUMO energy at 0.32 eV. The HOMO-LUMO gap is 9.09 eV. As for the total charge: 0. The value obtained for the HOMO energy is -8.77 eV.


The following is a DFT calculation (wB97M-V/def2-TZVPD) of a 4-piece molecular cluster, C8H24O4S4 overall at a distorted geometry.

Each line ends with the Mulliken charge.
Positions of all 40 atoms, in Å:
1 C -3.5721 -2.9935 3.2313  -0.76
2 S -4.3861 -2.1775 1.8573  0.48
3 O -4.2841 -0.7465 2.3613  -0.60
4 C -3.0931 -2.2035 0.6373  -0.92
5 H -2.6301 -2.3055 3.5353  0.20
6 H -3.3361 -4.0925 2.8053  0.28
7 H -4.0141 -2.9705 4.3243  0.33
8 H -2.2311 -2.0945 1.1943  0.24
9 H -3.3321 -1.8025 -0.2397  0.44
10 H -3.3691 -3.3825 0.2933  0.33
11 C -0.5441 2.7485 -0.1307  -0.38
12 S -0.1221 1.9445 1.3863  0.62
13 O -0.8121 2.7155 2.4863  -0.73
14 C -1.2031 0.5445 1.1913  -1.90
15 H -1.7111 2.8005 -0.3647  0.35
16 H -0.3071 2.1165 -1.0057  -0.25
17 H -0.0191 3.8845 -0.3187  0.30
18 H -1.7241 0.1625 1.9933  0.81
19 H -0.7711 -0.4035 0.6323  0.21
20 H -1.9471 0.6795 0.6503  0.92
21 C 1.3639 2.3445 -3.6407  -0.89
22 S 0.9169 0.8285 -4.4357  0.42
23 O 2.3689 0.3455 -4.6007  -0.62
24 C 0.2879 0.1035 -2.9397  -0.52
25 H 1.8269 3.1565 -4.3867  0.30
26 H 2.2619 2.4945 -2.7547  0.24
27 H 0.7109 2.7235 -3.0727  0.45
28 H 0.4269 -1.0555 -3.1997  0.35
29 H -0.8181 0.2575 -2.9447  0.36
30 H 0.9099 0.3745 -1.9127  -0.08
31 C 4.1899 -0.5225 -0.2197  -0.86
32 S 3.6709 0.6225 1.0583  0.41
33 O 2.6569 1.4835 0.2943  -0.50
34 C 2.5629 -0.6305 1.8443  -0.90
35 H 4.8669 0.0175 -1.0187  0.28
36 H 3.3419 -1.0205 -0.7207  0.25
37 H 4.7249 -1.3575 0.2693  0.38
38 H 3.2929 -1.4315 2.2003  0.36
39 H 1.8299 -0.9965 1.1483  0.18
40 H 2.0159 -0.1615 2.5123  0.41

The calculation puts the total energy at -60205.600 eV. The energy relative to the best compared isomer or geometry (same formula, charge and spin) comes out at 701.6 kJ/mol. The calculation puts the LUMO energy at 0.17 eV. The HOMO-LUMO gap is 8.74 eV. As for the total charge: 0. The value obtained for the HOMO energy is -8.57 eV.


The following is a DFT calculation (wB97M-V/def2-TZVPD) of a 4-piece molecular cluster, C8H24O8 overall at a distorted geometry.

Each line ends with the Mulliken charge.
Positions of all 40 atoms, in Å:
1 O 2.3145 5.3634 -1.7432  -0.52
2 C 0.9117 5.5658 -1.9883  -0.43
3 C 0.5235 4.9389 -3.3067  -0.33
4 O 0.7438 3.4969 -3.1410  -0.51
5 H 2.7731 5.8677 -2.4191  0.32
6 H 0.2361 5.1467 -1.2426  0.26
7 H 0.6868 6.6291 -2.0714  0.29
8 H 1.1369 5.2381 -4.1567  0.27
9 H -0.4919 5.2322 -3.5734  0.30
10 H 1.5877 3.3790 -2.6988  0.33
11 O 2.9928 -4.0152 -1.6939  -0.52
12 C 3.1169 -2.7987 -2.3580  -0.32
13 C 2.9064 -1.6028 -1.2768  -0.50
14 O 3.8708 -1.6046 -0.3456  -0.53
15 H 3.1430 -4.8136 -2.2055  0.29
16 H 4.1231 -2.8421 -2.7748  0.28
17 H 2.3770 -2.4882 -3.0957  0.28
18 H 2.0481 -1.8564 -0.6546  0.32
19 H 2.7574 -0.7114 -1.8862  0.32
20 H 3.5562 -2.3105 0.2238  0.36
21 O -0.6062 0.6236 3.5026  -0.50
22 C 0.4179 1.5190 3.1138  -0.30
23 C -0.1483 2.9788 2.8804  -0.30
24 O -1.2387 2.8590 2.0018  -0.55
25 H -1.2200 0.6869 2.7672  0.31
26 H 0.9984 1.5003 4.0361  0.30
27 H 0.9667 1.1479 2.2482  0.22
28 H 0.6146 3.5752 2.3799  0.25
29 H -0.4724 3.4523 3.8072  0.27
30 H -2.0524 2.7964 2.5074  0.31
31 O -1.9764 -4.6073 1.3175  -0.47
32 C -3.2898 -4.1887 1.7373  -0.30
33 C -4.4641 -4.6192 0.9750  -0.50
34 O -4.5302 -6.0556 1.1057  -0.50
35 H -2.2628 -5.3348 0.7604  0.31
36 H -3.2332 -4.6099 2.7410  0.28
37 H -3.4177 -3.1063 1.7239  0.22
38 H -4.6546 -4.0809 0.0466  0.35
39 H -5.2924 -4.1058 1.4632  0.32
40 H -5.4524 -6.2454 1.2933  0.30

The calculation puts the total energy at -25060.638 eV. The energy relative to the best compared isomer or geometry (same formula, charge and spin) comes out at 276.7 kJ/mol. As for the SMILES: OCCO.OCCO.OCCO.OCCO. The calculation puts the LUMO energy at 0.58 eV. The HOMO-LUMO gap is 10.09 eV. As for the total charge: 0. The value obtained for the HOMO energy is -9.50 eV.


The following is a DFT calculation (wB97M-V/def2-TZVPD) of a 4-piece molecular cluster, C8H24O8 overall at a distorted geometry.

Each line ends with the Mulliken charge.
Positions of all 40 atoms, in Å:
1 O -2.8993 -0.1087 1.7655  -0.64
2 C -2.0176 0.9535 2.2097  -0.13
3 C -2.6647 2.2722 1.7301  -0.54
4 O -2.7662 2.0894 0.3248  -0.53
5 H -2.6451 -0.8444 2.3274  0.34
6 H -1.9415 1.0641 3.2914  0.35
7 H -1.0425 0.6719 1.8122  0.11
8 H -2.0611 3.1347 2.0126  0.32
9 H -3.6392 2.4922 2.1661  0.33
10 H -2.8119 1.1347 0.2354  0.36
11 O -2.2626 -1.8561 3.6914  -0.52
12 C -1.2366 -2.5459 2.9282  0.33
13 C -0.0098 -3.1441 3.7306  -0.78
14 O 0.7931 -2.1222 4.3645  -0.50
15 H -1.9271 -1.7469 4.5843  0.32
16 H -1.5834 -3.4649 2.4557  0.22
17 H -0.8681 -2.0859 2.0113  -0.11
18 H 0.7529 -3.7426 3.2323  0.36
19 H -0.4228 -3.8168 4.4822  0.35
20 H 1.1243 -1.5752 3.6484  0.31
21 O -1.9959 -0.2193 -2.1560  -0.54
22 C -1.0197 -0.6547 -1.1994  -0.56
23 C 0.0663 0.3518 -0.8884  -0.28
24 O 0.6510 0.9238 -2.0710  -0.51
25 H -1.5718 0.4311 -2.7205  0.35
26 H -1.3984 -1.1228 -0.2907  0.21
27 H -0.5204 -1.4656 -1.7298  0.46
28 H 0.7313 -0.1365 -0.1760  0.31
29 H -0.4435 1.2035 -0.4381  0.32
30 H 1.5358 1.2549 -1.9005  0.19
31 O 3.6974 0.4015 -2.5746  -0.45
32 C 4.1194 0.8407 -3.8105  -0.32
33 C 2.9582 1.5756 -4.5829  -0.21
34 O 2.8032 2.9551 -4.2430  -0.55
35 H 4.2182 -0.3647 -2.3231  0.27
36 H 4.9208 1.5453 -3.5882  0.25
37 H 4.5373 -0.0334 -4.3098  0.36
38 H 2.0351 1.1472 -4.1924  0.08
39 H 2.9268 1.4148 -5.6605  0.31
40 H 1.8779 3.1926 -4.1487  0.33

The calculation puts the total energy at -25061.340 eV. The energy relative to the best compared isomer or geometry (same formula, charge and spin) comes out at 209.0 kJ/mol. As for the SMILES: OCCO.OCCO.OCCO.OCCO. The calculation puts the LUMO energy at 0.23 eV. The HOMO-LUMO gap is 9.90 eV. As for the total charge: 0. The value obtained for the HOMO energy is -9.67 eV.